1.
# C44H51CsN6O3P2S4

A molecular structure, C44H51CsN6O3P2S4 (wB97M-V/def2-TZVPD, OMol25).

Properties
* HOMO energy: 0.120 eV
* largest force on an atom: 3.26 eV Å⁻¹
* relative energy (zero: lowest compared OMol25 entry of this formula, charge and spin): 2.473 eV
* charge: -2
* LUMO energy: 3.560 eV

CARTESIAN COORDINATES (ANGSTROEM)
Cs -0.018 0.117 0.541
C 3.913 -5.655 1.204
S 2.337 -5.462 2.049
C 1.379 -4.403 0.935
S 2.025 -3.950 -0.578
N 0.246 -4.160 1.513
N -0.682 -3.346 0.883
C -1.185 -3.767 -0.205
C -2.180 -2.954 -0.930
C -2.485 -3.278 -2.255
C -3.402 -2.500 -2.940
C -3.988 -1.431 -2.282
C -3.611 -1.176 -0.968
N -2.739 -1.916 -0.300
H 4.537 -6.250 1.875
H 4.383 -4.692 1.026
H 3.802 -6.166 0.251
H -0.866 -4.701 -0.673
H -1.979 -4.107 -2.732
H -3.639 -2.715 -3.974
H -4.707 -0.787 -2.771
H -4.018 -0.327 -0.427
O 0.982 0.391 2.849
P 0.386 0.793 4.146
C -1.340 0.222 4.317
P -2.544 0.905 3.132
O -2.077 0.780 1.729
C -3.994 -0.148 3.419
C -5.176 0.259 4.025
C -6.240 -0.625 4.137
C -6.129 -1.914 3.635
C -4.956 -2.319 3.009
C -3.891 -1.440 2.897
C -2.914 2.601 3.588
C -2.663 3.548 2.596
C -2.929 4.888 2.867
C -3.452 5.269 4.090
C -3.682 4.322 5.087
C -3.403 2.992 4.840
C 0.389 2.569 4.380
C -0.121 3.207 5.522
C -0.177 4.582 5.573
C 0.257 5.336 4.481
C 0.717 4.714 3.335
C 0.791 3.325 3.283
C 1.216 -0.070 5.508
C 1.413 -1.441 5.317
C 2.067 -2.188 6.281
C 2.534 -1.572 7.437
C 2.354 -0.210 7.623
C 1.697 0.543 6.659
H -1.692 0.381 5.341
H -1.314 -0.857 4.126
H -5.281 1.274 4.387
H -7.161 -0.299 4.605
H -6.964 -2.599 3.714
H -4.868 -3.313 2.589
H -3.005 -1.745 2.350
H -2.187 3.319 1.635
H -2.677 5.600 2.090
H -3.663 6.314 4.289
H -4.059 4.627 6.056
H -3.550 2.261 5.629
H -0.512 2.627 6.352
H -0.589 5.073 6.447
H 0.186 6.417 4.518
H 0.940 5.245 2.415
H 1.096 2.884 2.340
H 1.089 -1.916 4.398
H 2.225 -3.245 6.115
H 3.055 -2.156 8.186
H 2.735 0.275 8.514
H 1.581 1.611 6.794
O -0.971 0.350 -4.549
S -1.018 0.922 -3.160
C -2.590 1.815 -3.030
C -2.424 3.049 -3.903
C -1.097 3.647 -3.446
C -0.106 2.498 -3.226
H -2.686 2.092 -1.976
H -3.384 1.125 -3.324
H -3.258 3.745 -3.782
H -2.384 2.739 -4.952
H -1.212 4.129 -2.468
H -0.701 4.384 -4.149
H 0.412 2.631 -2.278
H 0.594 2.327 -4.045
C 4.709 3.947 -1.154
C 3.210 4.136 -1.038
N 2.579 2.855 -0.846
C 2.932 1.760 -1.581
N 2.098 0.793 -1.701
C 2.465 -0.426 -2.391
C 3.970 -0.634 -2.476
C 4.592 0.657 -2.977
N 4.240 1.740 -2.086
C 4.976 2.967 -2.282
H 5.099 3.539 -0.219
H 5.214 4.896 -1.357
H 2.832 4.648 -1.940
H 2.925 4.765 -0.194
H 1.580 2.937 -0.540
H 2.040 -0.417 -3.405
H 2.002 -1.277 -1.880
H 4.214 -1.469 -3.137
H 4.370 -0.865 -1.485
H 4.248 0.860 -4.007
H 5.686 0.596 -3.010
H 4.712 3.441 -3.246
H 6.041 2.712 -2.340
S -0.351 3.783 0.098

Löwdin population analysis, charges in e, atoms 1 to 4: atom 1 (Cs): 1.02, atom 2 (C): -0.52, atom 3 (S): 0.73, atom 4 (C): -1.20



2.
# C27H44IO18P

A molecular structure, C27H44IO18P (wB97M-V/def2-TZVPD, OMol25).

Properties
* HOMO energy: -9.187 eV
* largest force on an atom: 5.49 eV Å⁻¹
* charge: 0
* LUMO energy: -0.449 eV

CARTESIAN COORDINATES (ANGSTROEM)
C -0.995 -1.633 5.091
C -0.415 -1.151 3.686
O -1.257 -0.872 2.788
O 0.959 -1.056 3.325
C 1.739 -0.289 4.277
C 1.997 1.246 3.878
C 0.911 1.904 2.900
C -0.135 2.902 3.653
I 0.977 4.585 4.590
O -0.987 3.527 2.659
C -2.119 2.721 2.301
O -2.012 1.797 1.447
C -3.615 2.945 2.881
C -4.244 1.644 3.564
C -5.772 2.050 3.993
O -4.366 0.500 2.688
P -1.069 2.059 5.084
C -2.199 3.392 5.892
O 0.001 1.621 6.365
H -1.853 -0.906 5.359
H -0.256 -1.570 5.963
H -1.448 -2.682 5.007
H 1.350 -0.306 5.349
H 2.781 -0.792 4.316
H 2.167 1.819 4.858
H 3.013 1.286 3.325
H 0.347 1.174 2.230
H 1.499 2.599 2.185
H -3.680 3.895 3.528
H -4.260 3.174 1.948
H -3.739 1.315 4.534
H -6.513 1.240 3.635
H -6.071 3.086 3.619
H -5.819 2.078 5.148
H -4.262 -0.289 3.275
H -2.287 4.255 5.145
H -1.647 3.761 6.828
H -3.202 2.924 6.171
H 0.582 2.374 6.626
C 0.942 -1.933 0.443
C 1.712 -3.212 0.203
C 3.195 -3.069 0.376
O 3.700 -4.094 -0.473
C 2.771 -4.272 -1.455
O 2.952 -4.918 -2.449
O 1.611 -3.621 -1.161
H -0.105 -2.058 0.155
H 0.985 -1.638 1.496
H 1.338 -1.115 -0.167
H 1.307 -4.018 0.826
H 3.514 -3.228 1.408
H 3.584 -2.107 0.027
C 1.827 -3.901 -5.192
C 0.672 -4.365 -6.052
C 1.018 -5.495 -6.976
O 0.087 -5.314 -8.038
C -0.203 -3.981 -8.073
O -0.802 -3.442 -8.961
O 0.274 -3.344 -6.968
H 1.560 -2.985 -4.657
H 2.107 -4.664 -4.465
H 2.701 -3.661 -5.803
H -0.192 -4.607 -5.423
H 0.888 -6.473 -6.508
H 2.030 -5.428 -7.389
C 6.220 -4.914 -10.548
C 5.625 -4.599 -9.193
C 4.292 -5.245 -8.952
O 3.689 -4.355 -8.018
C 4.235 -3.125 -8.250
O 3.824 -2.105 -7.781
O 5.308 -3.213 -9.086
H 7.107 -4.300 -10.727
H 6.501 -5.967 -10.620
H 5.515 -4.683 -11.351
H 6.342 -4.842 -8.401
H 4.382 -6.248 -8.530
H 3.660 -5.289 -9.845
C -2.559 7.870 2.543
C -3.508 7.277 3.559
C -4.958 7.462 3.216
O -5.577 7.441 4.497
C -4.643 7.889 5.384
O -4.876 8.183 6.521
O -3.409 7.958 4.808
H -1.532 7.840 2.918
H -2.604 7.325 1.597
H -2.790 8.922 2.352
H -3.265 6.222 3.732
H -5.345 6.660 2.585
H -5.174 8.425 2.743

Löwdin population analysis, charges in e, atoms 1 to 4: atom 1 (C): -0.01, atom 2 (C): -0.41, atom 3 (O): 0.04, atom 4 (O): -0.11



3.
# C7H7NO2

A single C7H7NO2 molecule (wB97M-V/def2-TZVPD, OMol25).

Properties
* HOMO energy: -9.881 eV
* largest force on an atom: 3.09 eV Å⁻¹
* SMILES: NC(=O)C1(C#CC=O)CC1
* relative energy (zero: lowest compared OMol25 entry of this formula, charge and spin): 2.952 eV
* charge: 0
* LUMO energy: 0.071 eV

CARTESIAN COORDINATES (ANGSTROEM)
N -1.231 2.049 -0.356
C -1.281 1.028 0.512
O -2.205 1.027 1.334
C -0.500 -0.218 0.174
C 0.929 -0.103 0.116
C 2.138 0.020 0.062
C 3.572 0.109 -0.041
O 4.184 1.156 -0.015
C -1.087 -1.550 0.650
C -1.163 -1.212 -0.785
H -0.321 2.345 -0.683
H -2.152 2.571 -0.357
H 4.093 -0.862 -0.170
H -1.993 -1.463 1.249
H -0.365 -2.297 0.978
H -0.498 -1.719 -1.482
H -2.120 -0.880 -1.187

natural (NBO) population analysis, charges in e, atoms 1 to 4: atom 1 (N): -0.84, atom 2 (C): 0.68, atom 3 (O): -0.60, atom 4 (C): -0.26



4.
# C27H53BN2O7PS

3 unconnected molecules or ions with the total composition C27H53BN2O7PS (wB97M-V/def2-TZVPD, OMol25).

Properties
* HOMO energy: -11.164 eV
* largest force on an atom: 5.27 eV Å⁻¹
* charge: +1
* LUMO energy: -4.975 eV

CARTESIAN COORDINATES (ANGSTROEM)
C -1.674 5.533 0.409
C -2.857 5.138 -0.620
B -2.449 3.828 -1.518
O -2.538 3.827 -2.972
C -1.958 2.422 -0.827
C -1.101 1.336 -1.577
C -0.689 0.008 -0.880
C 0.140 -0.963 -1.863
C 1.714 -0.525 -1.884
C 2.649 -1.551 -2.690
C 2.455 -3.099 -2.303
C 3.827 -3.864 -1.904
C 3.814 -4.366 -0.357
C 5.028 -3.785 0.524
C 5.335 -2.221 0.302
C 6.911 -2.012 -0.081
C 7.078 -0.935 -1.287
O 7.672 0.296 -0.804
C 6.671 1.257 -0.400
N -1.037 -0.324 0.519
P -0.441 -1.851 1.108
O 1.222 -2.157 0.716
O -1.302 -3.064 0.230
S -0.547 -2.330 2.952
C -1.856 0.648 1.235
C -2.373 0.384 2.715
C -3.545 -0.765 2.732
O -3.875 -1.008 1.342
C -4.875 -0.180 3.473
N -4.835 -0.454 4.940
C -2.333 2.017 0.626
H -1.678 6.645 0.672
H -0.686 5.182 -0.049
H -1.842 4.954 1.378
H -3.794 4.919 0.029
H -3.166 6.037 -1.279
H -1.901 4.511 -3.299
H -0.806 1.579 -2.665
H -0.225 -0.778 -2.947
H -0.017 -2.073 -1.665
H 2.097 -0.321 -0.818
H 1.721 0.498 -2.428
H 3.740 -1.247 -2.449
H 2.475 -1.419 -3.814
H 1.715 -3.298 -1.457
H 2.031 -3.638 -3.236
H 4.769 -3.281 -2.180
H 3.852 -4.835 -2.534
H 3.918 -5.520 -0.343
H 2.841 -4.124 0.190
H 4.796 -3.949 1.647
H 5.942 -4.454 0.307
H 4.666 -1.705 -0.466
H 5.136 -1.698 1.314
H 7.330 -3.002 -0.483
H 7.526 -1.747 0.845
H 7.844 -1.390 -2.023
H 6.102 -0.789 -1.870
H 6.954 2.319 -0.742
H 5.629 1.031 -0.833
H 6.531 1.317 0.744
H 1.769 -1.544 1.279
H -1.307 -3.834 0.846
H -2.923 1.326 3.105
H -1.556 0.198 3.494
H -3.248 -1.692 3.324
H -4.723 -0.558 1.100
H -5.018 0.942 3.296
H -5.814 -0.703 3.048
H -5.705 -0.936 5.234
H -4.075 -1.091 5.210
H -2.972 2.741 1.258
C -6.670 -5.197 5.689
C -6.085 -3.859 6.053
O -6.761 -2.845 6.027
C -4.633 -3.822 6.451
H -7.722 -5.072 5.424
H -6.139 -5.613 4.829
H -6.602 -5.877 6.541
H -4.012 -4.177 5.625
H -4.475 -4.441 7.337
H -4.348 -2.795 6.687
C 0.587 7.272 -6.899
C -0.203 6.601 -5.808
O 0.330 6.228 -4.777
C -1.677 6.409 -6.037
H 1.634 7.343 -6.596
H 0.528 6.682 -7.817
H 0.203 8.279 -7.071
H -1.839 5.780 -6.915
H -2.164 7.377 -6.169
H -2.114 5.914 -5.166

Löwdin population analysis, charges in e, atoms 1 to 4: atom 1 (C): -0.12, atom 2 (C): -0.16, atom 3 (B): -0.33, atom 4 (O): 0.06